# 1
130
Properties=species:S:1:pos:R:3 method="wB97M-V/def2-TZVPD" total_energy_ha=-3818.06685 total_charge=0 relative_energy_kcal_mol=57.7 homo_ev=-8.789 orbital_gap_ev=6.051 fmax_ha_per_bohr=0.2174 smiles="O=C1C=C(O)C(=O)C=C1O.O=C1C=C(O)C(=O)C=C1O.O=C1C=C(O)C(=O)C=C1O.O=C1C=C(O)C(=O)C=C1O.O=C1C=C(O)C(=O)C=C1O.CC(C)=O.CC(C)=O.CC(C)=O.CC(C)=O.CC(C)=O.CC(C)=O"
C -0.1133 -4.4110 -5.4215
C 0.0627 -5.6150 -4.5395
C 0.1417 -5.4930 -3.1345
O 0.2377 -6.4210 -2.2845
C 0.1647 -4.0980 -2.5945
C 0.0167 -2.9210 -3.4785
C 0.0167 -3.0670 -4.9505
O -0.1103 -2.0570 -5.5925
O 0.0087 -1.6720 -2.9785
O 0.0097 -6.9330 -5.0035
H -0.3593 -4.5210 -6.4275
H 0.3777 -4.0100 -1.6085
H 0.1787 -1.6780 -2.0545
H 0.2527 -7.4940 -4.3375
C -0.8643 -5.6890 3.2755
C -1.1663 -5.3940 1.7665
C -1.7613 -4.1140 1.3695
O -2.0473 -3.8770 0.1405
C -1.8853 -3.1250 2.3735
C -1.4113 -3.3430 3.7755
C -1.1513 -4.6750 4.2705
O -0.9493 -5.0300 5.4495
O -1.4273 -2.3630 4.7915
O -1.0933 -6.3870 0.8215
H -0.3713 -6.4600 3.6555
H -2.1823 -2.1170 2.0565
H -1.6963 -1.5400 4.3375
H -1.1333 -6.1150 -0.0205
C 4.3427 -0.9790 0.8345
C 3.9887 0.3840 1.4065
C 5.0887 1.2300 1.8245
O 4.8047 2.2900 2.3755
C 6.4417 0.8750 1.5695
C 6.8387 -0.4860 0.9535
C 5.6867 -1.4620 0.6145
O 5.8927 -2.5350 0.2715
O 7.9527 -0.8610 0.3575
O 2.7357 0.7950 1.7045
H 3.4617 -1.5670 0.4345
H 7.2887 1.5570 1.6965
H 8.5867 -0.0930 0.3135
H 2.7637 1.4740 2.2905
C 2.2207 -3.9680 3.4385
C 3.0637 -5.1430 3.9095
C 3.7017 -6.0510 2.9545
O 4.3207 -7.0560 3.3205
C 3.5427 -5.7520 1.5725
C 2.9277 -4.4140 1.0905
C 2.2617 -3.5700 2.0765
O 1.6647 -2.5850 1.6795
O 2.8477 -4.0690 -0.2455
O 3.0947 -5.5360 5.2365
H 1.6617 -3.5440 4.2015
H 4.0537 -6.4140 0.9685
H 3.2937 -4.6890 -0.9005
H 3.7837 -6.2430 5.0775
C -1.5143 1.6190 1.3085
C -0.5733 0.4420 1.1355
C -0.1343 0.0780 -0.2155
O 0.4867 -0.9660 -0.4075
C -0.4973 0.9850 -1.2385
C -1.3463 2.1920 -0.9245
C -1.9443 2.3760 0.3495
O -2.8583 3.2660 0.5165
O -1.6433 3.1250 -1.9275
O -0.0093 -0.2510 2.1925
H -1.8843 2.0120 2.2845
H 0.0187 0.8620 -2.0985
H -1.7053 2.7660 -2.8405
H 0.8337 -0.6680 1.7735
C 0.1597 2.3280 -6.5655
C -0.3333 2.8050 -5.2105
O -0.6993 2.1120 -4.3205
C -0.1493 4.2750 -4.8855
H -0.7193 2.5020 -6.8955
H 0.2307 1.3070 -6.6655
H 0.6287 3.0500 -7.2645
H -0.5283 4.6730 -3.8915
H -0.5183 4.8110 -5.5115
H 0.9547 4.4400 -4.9385
C -0.6863 1.1950 7.2775
C 0.4517 1.7760 6.4025
O 1.5967 1.7100 6.7705
C 0.0667 2.1420 4.9645
H -1.4023 0.7630 6.6435
H -1.1503 1.9910 7.8365
H -0.4663 0.3470 7.7305
H -0.2183 1.4500 4.3595
H 1.0897 2.2190 4.4305
H -0.6763 2.8120 4.9215
C -6.1533 3.9690 -0.8085
C -5.8013 4.5370 -2.1145
O -6.0873 5.7420 -2.3995
C -4.9333 3.7160 -3.0275
H -7.0163 3.3460 -0.6245
H -6.3003 4.8080 -0.0365
H -5.3113 3.7180 -0.1085
H -4.4483 4.2100 -3.7755
H -5.4443 2.7080 -3.2435
H -4.0843 3.3910 -2.7245
C 3.7457 -0.8800 -2.9765
C 2.7417 0.2680 -3.3185
O 2.5387 1.2180 -2.6045
C 2.2717 0.2570 -4.7225
H 4.5827 -1.2190 -3.7365
H 3.1817 -1.8350 -2.8315
H 4.2897 -0.7350 -2.0715
H 1.1277 0.2270 -4.7535
H 2.5527 -0.6400 -5.6085
H 2.6267 1.1580 -5.0425
C -2.0573 6.4840 -0.9785
C -1.3793 7.5740 -1.8255
O -0.6803 8.3660 -1.3195
C -1.8603 7.7080 -3.2865
H -1.4103 6.0730 -0.1285
H -2.2743 5.4480 -1.5275
H -2.8853 6.8170 -0.4505
H -1.7363 6.8280 -3.8805
H -1.1053 8.3960 -3.9935
H -2.7743 8.0930 -3.4675
C -4.6403 0.8360 2.7175
C -3.7053 0.8820 3.8475
O -2.8903 -0.0050 4.0385
C -3.7543 1.9370 4.8765
H -4.1313 0.1370 1.9585
H -4.5033 1.7490 1.8665
H -5.6733 0.4980 2.7735
H -4.7283 2.3010 5.0125
H -3.1653 2.7680 4.6515
H -3.6383 1.6350 5.8675

***

# 2
118
Properties=species:S:1:pos:R:3 method="wB97M-V/def2-TZVPD" total_energy_ha=-15205.99114 total_charge=-2 relative_energy_kcal_mol=0.0 homo_ev=-2.017 orbital_gap_ev=5.716 fmax_ha_per_bohr=0.0081
Rb 0.8108 -0.3953 -0.7349
C 2.3354 2.7515 2.0260
As 1.4318 1.0746 2.4794
C 0.4424 1.8104 4.0294
C 2.9893 0.3557 3.4732
C 2.9714 -1.0509 4.0938
C 1.7171 -1.2806 4.9388
C 3.0868 -2.1584 3.0272
As 1.5459 -2.5337 1.8520
C 0.7326 -4.0102 2.8842
C 2.5365 -3.6616 0.5978
C 4.2520 -1.1992 4.9494
As 4.6456 -0.2755 6.6600
C 3.5933 1.3862 6.7275
C 3.4842 -1.3121 7.8708
H 2.8307 3.1787 2.9019
H 1.5865 3.4441 1.6431
H 3.0650 2.5432 1.2440
H 1.1209 2.1992 4.7929
H -0.2075 1.0532 4.4688
H -0.1851 2.6244 3.6615
H 3.1784 1.0911 4.2566
H 3.8116 0.4100 2.7557
H 0.8270 -1.2710 4.3036
H 1.5846 -0.5009 5.6901
H 1.7576 -2.2493 5.4464
H 3.3159 -3.1068 3.5264
H 3.9052 -1.9208 2.3434
H 1.4905 -4.6152 3.3874
H 0.1819 -4.6389 2.1826
H 0.0296 -3.6210 3.6204
H 3.0642 -4.4622 1.1208
H 3.2539 -3.0296 0.0729
H 1.8413 -4.0836 -0.1288
H 5.1110 -0.9831 4.3096
H 4.3630 -2.2473 5.2529
H 4.0200 2.1337 6.0610
H 3.6727 1.7541 7.7521
H 2.5434 1.2434 6.4806
H 3.6985 -2.3737 7.7444
H 2.4267 -1.1397 7.6793
H 3.7144 -1.0347 8.8999
C -4.4426 -0.2483 -3.5067
C -3.2871 -0.5743 -4.2007
C -2.3806 -1.4869 -3.6730
C -2.6218 -2.0891 -2.4414
C -3.7768 -1.7362 -1.7398
C -4.6844 -0.8304 -2.2686
P -1.4848 -3.3062 -1.6501
C -2.6219 -4.7657 -1.6823
C -3.5062 -5.0330 -2.7294
C -4.3078 -6.1650 -2.7158
C -4.2402 -7.0567 -1.6509
C -3.3677 -6.8056 -0.6032
C -2.5688 -5.6671 -0.6219
C -0.2593 -3.6563 -2.9571
C -0.2556 -4.8238 -3.7263
C 0.7374 -4.9987 -4.6818
C 1.6855 -3.9954 -4.8569
C 1.6413 -2.8411 -4.0778
C 0.6852 -2.6125 -3.0668
H -5.1382 0.4756 -3.9158
H -3.0760 -0.1018 -5.1525
H -1.4672 -1.7236 -4.2044
H -3.9654 -2.1797 -0.7675
H -5.5730 -0.5663 -1.7059
H -3.5653 -4.3380 -3.5592
H -4.9878 -6.3540 -3.5385
H -4.8691 -7.9392 -1.6379
H -3.3122 -7.4905 0.2350
H -1.8925 -5.4656 0.2016
H -1.0074 -5.5947 -3.5897
H 0.7694 -5.9036 -5.2797
H 2.4697 -4.1222 -5.5995
H 2.4125 -2.0928 -4.2593
O 5.2769 -0.6009 -0.5963
C 4.1920 -0.0142 -0.4655
O 3.2983 -0.2296 0.3914
C 3.9322 1.1447 -1.4701
C 4.9891 1.4936 -2.3102
C 4.7967 2.4972 -3.2428
C 3.5531 3.1117 -3.3186
C 2.5608 2.6961 -2.4456
N 2.7416 1.7419 -1.5320
H 5.9170 0.9516 -2.2043
H 5.5972 2.7923 -3.9119
H 3.3441 3.8882 -4.0436
H 1.5703 3.1410 -2.4757
Se -1.3946 4.0769 1.0044
P -1.9570 3.7314 -1.0408
Se -1.5781 1.8705 -2.0152
C -3.7415 4.1493 -1.2047
C -4.1979 5.3833 -0.7432
C -5.5401 5.7143 -0.8397
C -6.4444 4.8075 -1.3834
C -5.9964 3.5762 -1.8359
C -4.6461 3.2491 -1.7532
C -1.1916 5.0364 -2.0823
C -1.7177 5.3014 -3.3458
C -1.0882 6.1993 -4.1944
C 0.0837 6.8307 -3.7946
C 0.6135 6.5674 -2.5398
C -0.0252 5.6774 -1.6836
H -3.4930 6.0724 -0.2926
H -5.8854 6.6770 -0.4815
H -7.4961 5.0613 -1.4470
H -6.6957 2.8633 -2.2571
H -4.2786 2.2935 -2.1131
H -2.6166 4.7890 -3.6688
H -1.5061 6.3978 -5.1743
H 0.5851 7.5199 -4.4640
H 1.5290 7.0527 -2.2232
H 0.3734 5.4695 -0.6977
Cl -3.6597 0.6965 2.8732
C -2.7501 0.7630 1.3417
Cl -1.8716 -0.7410 1.0415
H -2.0431 1.5845 1.3879
H -3.4571 0.9061 0.5319